Here is a 9-piece molecular cluster, C39H89NO11P overall at a distorted geometry from the Open Molecules 2025 dataset. Energies are from ωB97M-V/def2-TZVPD.

Summary:
2S+1 ... 1
LUMO ... -4.5 eV
Gap between HOMO and LUMO ... 6.5 eV
Highest occupied orbital energy ... -11.082 eV
Charge ... +1

Geometry (Å):
C 1.0134 -0.3589 -1.2080
P 0.4338 -1.8209 -2.2194
O -0.8273 -1.3434 -3.1876
C 1.9191 -2.1806 -3.3115
C 2.0053 -1.5924 -4.5699
C 3.1481 -1.8680 -5.3429
C 3.2423 -1.1698 -6.7119
O 2.7865 -1.6463 -7.7081
O 3.8532 0.0523 -6.6844
C 4.1352 -2.7384 -4.8329
C 3.9530 -3.2692 -3.5801
N 2.8734 -2.9826 -2.8263
H 2.0440 -0.0718 -1.4785
H 1.0400 -0.6275 -0.1429
H 0.3086 0.4624 -1.4216
H -0.8529 -0.3715 -3.1414
H 1.2034 -0.9421 -4.9299
H 3.7895 0.3605 -5.7658
H 5.0307 -2.9774 -5.4048
H 4.6995 -3.9298 -3.1313
H 2.7824 -3.3736 -1.8898
C 1.6086 5.2963 -0.3956
C 2.0960 4.2295 -1.3588
O 1.1091 3.2587 -1.6779
C -0.0724 3.7438 -2.2988
C 0.1742 4.4399 -3.6256
H 1.2442 4.8405 0.5266
H 2.4194 5.9825 -0.1494
H 0.7910 5.8839 -0.8161
H 2.9202 3.6847 -0.8954
H 2.4967 4.6803 -2.2728
H -0.6200 4.3933 -1.6088
H -0.7075 2.8708 -2.4720
H 0.7901 5.3321 -3.5095
H -0.7725 4.7444 -4.0731
H 0.6905 3.7721 -4.3189
C -0.6388 -2.1884 -7.5569
C -1.6579 -2.0907 -6.4321
O -2.9532 -1.7357 -6.8681
C -3.5723 -2.6226 -7.7884
C -3.7555 -4.0313 -7.2503
H -0.5834 -1.2467 -8.1059
H 0.3505 -2.4180 -7.1552
H -0.8946 -2.9698 -8.2728
H -1.3451 -1.3076 -5.7393
H -1.6931 -3.0212 -5.8529
H -3.0207 -2.6326 -8.7342
H -4.5511 -2.1955 -8.0061
H -2.8012 -4.5133 -7.0309
H -4.2796 -4.6484 -7.9810
H -4.3357 -4.0150 -6.3257
C -5.0047 5.1284 1.6938
C -4.5286 5.2258 0.2545
O -3.2227 4.7096 0.0493
C -3.0320 3.3419 0.3603
C -3.9121 2.4037 -0.4494
H -4.3104 5.6418 2.3613
H -5.9905 5.5835 1.7964
H -5.0793 4.0932 2.0307
H -4.4877 6.2762 -0.0346
H -5.2393 4.7441 -0.4253
H -3.1640 3.1740 1.4346
H -1.9852 3.1235 0.1390
H -4.9723 2.5667 -0.2535
H -3.6838 1.3648 -0.2027
H -3.7487 2.5545 -1.5188
C 6.0880 -1.5543 0.7234
C 4.6702 -1.1804 0.3264
O 3.7425 -1.2405 1.3894
C 4.0009 -0.3866 2.4990
C 4.0296 1.0884 2.1391
H 6.1120 -2.5554 1.1569
H 6.7437 -1.5341 -0.1491
H 6.4978 -0.8666 1.4628
H 4.3151 -1.8911 -0.4273
H 4.6431 -0.1892 -0.1427
H 4.9259 -0.6884 2.9993
H 3.1940 -0.5591 3.2112
H 4.8333 1.3238 1.4390
H 4.1817 1.6911 3.0348
H 3.0884 1.3868 1.6717
C -6.9702 -4.9272 -2.3885
C -5.7845 -5.3677 -1.5470
O -4.5418 -5.2960 -2.2251
C -4.1517 -4.0140 -2.6803
C -4.0113 -2.9900 -1.5655
H -7.0321 -5.5214 -3.3017
H -7.8974 -5.0496 -1.8272
H -6.8954 -3.8792 -2.6834
H -5.9214 -6.4133 -1.2689
H -5.7354 -4.8008 -0.6110
H -4.8404 -3.6583 -3.4543
H -3.1831 -4.1471 -3.1658
H -4.9590 -2.8066 -1.0572
H -3.6602 -2.0386 -1.9697
H -3.2973 -3.3368 -0.8149
C 3.0855 0.5848 8.3985
C 3.5865 0.6783 6.9673
O 4.8958 0.1677 6.7862
C 5.0867 -1.2005 7.1067
C 4.2234 -2.1436 6.2871
H 3.7658 1.1035 9.0755
H 2.0958 1.0363 8.4822
H 3.0093 -0.4492 8.7380
H 3.6279 1.7284 6.6747
H 2.8883 0.1901 6.2770
H 4.9372 -1.3638 8.1788
H 6.1368 -1.4144 6.9052
H 3.1590 -1.9817 6.4648
H 4.4488 -3.1806 6.5398
H 4.4060 -1.9952 5.2207
C -1.5352 -5.1941 4.5162
C -2.1499 -4.0226 3.7690
O -2.0806 -4.1455 2.3582
C -2.7363 -5.2704 1.7936
C -4.2276 -5.3181 2.0779
H -0.4929 -5.3303 4.2223
H -1.5758 -5.0186 5.5921
H -2.0587 -6.1290 4.3117
H -1.6007 -3.1145 4.0214
H -3.1851 -3.8578 4.0861
H -2.2468 -6.1954 2.1165
H -2.5836 -5.1994 0.7156
H -4.4396 -5.4071 3.1443
H -4.6786 -6.1751 1.5756
H -4.7129 -4.4071 1.7213
C -0.0628 6.7097 3.5418
C 1.0706 5.7237 3.7704
O 2.3518 6.2554 3.4841
C 2.7467 7.3862 4.2448
C 2.7984 7.1296 5.7410
H -0.0497 7.0752 2.5133
H -1.0246 6.2302 3.7310
H 0.0119 7.5770 4.1991
H 0.9363 4.8722 3.1008
H 1.0420 5.3246 4.7903
H 2.1012 8.2406 4.0160
H 3.7452 7.6506 3.8954
H 1.8176 6.8767 6.1466
H 3.1557 8.0179 6.2635
H 3.4706 6.2988 5.9630

Forces on the atoms, in the same order (eV/Å):
0.29 -0.14 -0.85
-0.49 -1.78 1.40
1.70 0.85 0.56
-1.68 1.86 0.11
1.16 -0.81 -0.31
-0.58 0.39 -0.02
0.05 0.05 -0.43
0.51 0.12 0.74
-0.75 -0.91 0.52
-0.40 0.41 -0.26
0.96 -0.57 0.25
0.10 0.28 -0.93
-0.52 0.17 -0.02
-0.37 0.03 -0.38
0.46 -0.02 0.36
-0.42 -0.11 -0.46
0.27 -0.26 0.15
0.46 0.28 -0.21
-0.27 0.02 0.19
-0.34 0.21 -0.13
-0.09 0.01 -0.11
-0.15 0.03 -0.03
0.04 0.24 0.10
0.04 -0.50 -0.05
-0.04 0.23 -0.02
0.11 0.02 0.00
0.06 0.01 0.01
0.00 -0.04 0.03
0.06 0.04 -0.03
-0.09 -0.15 -0.04
-0.05 0.04 -0.01
-0.03 0.05 -0.06
0.08 -0.08 0.11
-0.08 0.04 0.01
0.01 -0.02 0.02
-0.04 0.00 -0.01
-0.09 -0.02 -0.03
0.06 -0.11 -0.18
-0.09 0.25 0.14
-0.02 -0.17 -0.07
0.11 0.00 0.11
0.03 0.00 0.03
-0.02 -0.01 -0.05
0.07 -0.05 0.05
-0.19 0.06 0.01
0.06 -0.04 -0.02
0.03 -0.06 0.01
0.06 0.14 0.09
-0.01 -0.04 -0.08
-0.01 0.03 0.01
-0.03 0.00 -0.04
0.08 -0.12 0.05
-0.16 0.00 0.10
0.27 0.11 -0.14
-0.09 -0.07 0.01
-0.07 0.03 -0.03
-0.03 0.04 -0.03
0.03 0.01 -0.02
-0.09 0.01 -0.02
0.16 -0.04 -0.07
-0.02 -0.04 0.04
-0.07 -0.05 0.00
0.03 0.17 0.00
0.01 -0.07 0.05
0.00 0.02 0.01
0.02 0.00 0.02
0.03 -0.02 0.05
0.14 0.16 0.14
-0.32 -0.24 -0.16
0.09 0.24 0.13
0.03 -0.03 -0.18
-0.01 0.01 -0.03
-0.01 0.00 0.01
0.01 0.05 -0.07
-0.12 -0.04 0.07
0.09 0.02 -0.02
0.03 0.05 -0.03
-0.04 -0.18 -0.12
0.05 0.04 0.08
-0.02 -0.03 0.00
-0.01 0.00 0.06
0.07 0.11 -0.10
-0.19 0.07 0.03
0.21 -0.22 -0.04
-0.05 0.12 0.04
-0.04 -0.01 0.09
-0.01 -0.03 0.04
0.03 -0.02 0.00
-0.05 0.02 0.07
0.19 -0.02 -0.05
-0.06 0.05 -0.02
-0.03 0.07 0.04
-0.02 -0.15 0.01
-0.01 0.06 -0.06
0.01 -0.03 -0.02
0.01 0.02 -0.02
0.05 -0.11 0.05
-0.10 -0.02 0.10
0.18 0.12 -0.16
-0.07 -0.07 0.04
-0.12 0.05 -0.04
-0.02 0.03 -0.03
0.03 0.01 -0.01
-0.08 0.01 -0.03
0.16 -0.03 -0.06
-0.04 -0.05 0.05
-0.07 -0.04 -0.01
0.02 0.17 -0.01
0.01 -0.06 0.06
0.02 0.02 -0.01
0.03 -0.03 0.02
-0.01 -0.11 -0.08
-0.02 -0.09 0.13
0.13 0.19 -0.18
-0.09 -0.08 0.02
-0.01 0.06 0.11
0.00 0.04 0.03
0.01 0.02 -0.02
-0.04 0.02 0.07
0.00 0.03 -0.16
-0.01 -0.06 0.02
-0.06 -0.03 0.05
0.09 0.10 0.03
0.00 -0.08 -0.02
0.02 0.02 -0.02
0.01 -0.02 -0.03
0.03 0.11 0.02
-0.13 0.10 0.05
0.16 -0.16 -0.21
-0.03 0.07 0.12
-0.09 -0.11 0.02
-0.01 -0.05 0.00
0.02 -0.01 -0.02
-0.05 -0.05 0.05
0.17 0.01 -0.03
-0.04 0.05 0.03
-0.04 0.00 0.06
-0.03 -0.11 -0.12
-0.01 0.09 0.02
0.01 -0.01 -0.03
0.03 0.04 -0.01

Löwdin atomic charge list, values in e, 4 entries: -0.214 0.939 -0.301 -0.324

***

Here is C27H54AsF6N7O5 as an isolated structure at a distorted geometry from the Open Molecules 2025 dataset. Energies are from ωB97M-V/def2-TZVPD.

Summary:
⟨S²⟩ ... 0.773
2S+1 ... 2
LUMO (spin up / spin down) ... -19.0 / -22.5 eV
Gap between HOMO and LUMO (spin up / spin down) ... 5.4 / 1.9 eV
Highest occupied orbital energy (spin up / spin down) ... -24.370 / -24.370 eV
Charge ... +7

Geometry (Å):
C -2.7633 -7.1394 -0.4059
C -3.1870 -5.7088 -0.6840
O -3.0834 -5.2011 -1.7531
N -3.7655 -4.8857 0.5087
H -4.7083 -4.6300 0.2520
H -3.8999 -5.4914 1.3057
C -2.8642 -3.6862 0.8855
H -3.2775 -7.7941 -1.1095
H -3.0428 -7.5042 0.5825
H -1.6988 -7.3295 -0.5432
H -3.3312 -3.0429 1.6314
H -2.6609 -3.1264 -0.0274
H -1.9465 -4.1974 1.1762
C -3.2053 2.8818 3.4865
C -2.8455 1.5768 4.2280
O -1.8547 1.5713 4.9236
N -3.6145 0.2906 3.7618
H -4.6059 0.3280 3.9514
H -3.5795 0.3335 2.7534
C -2.9487 -1.0223 4.2852
H -4.0337 2.7767 2.7861
H -2.2953 3.1811 2.9664
H -3.5824 3.5931 4.2213
H -3.4146 -1.8283 3.7182
H -3.2041 -0.9711 5.3436
H -1.8967 -0.8347 4.0700
C -0.7215 4.0202 -4.7225
C -1.4311 2.7901 -4.2065
O -2.6570 2.8160 -3.9276
N -0.6480 1.4566 -4.0250
H 0.2718 1.5466 -4.4326
H -0.5703 1.2465 -3.0402
C -1.2836 0.3564 -4.7870
H -1.1211 4.4323 -5.6491
H 0.2776 3.7291 -5.0465
H -0.6200 4.7980 -3.9656
H -1.2479 0.5271 -5.8629
H -2.2977 0.2094 -4.4155
H -0.7017 -0.5383 -4.5655
C 0.7866 3.3855 4.9556
C 1.1630 3.0394 3.5307
O 0.7031 3.5814 2.5598
N 2.2661 2.0184 3.3232
H 3.0390 2.1089 3.9670
H 2.0422 1.0750 3.6060
C 2.8118 2.0382 1.8797
H 0.0320 4.1588 5.0992
H 1.6849 3.6642 5.5066
H 0.3953 2.5872 5.5861
H 1.9627 1.9653 1.2002
H 3.5274 1.2440 1.6673
H 3.1771 3.0382 1.6460
C -4.6689 1.5597 -1.6837
C -5.7359 2.5002 -2.2749
O -6.9219 2.4643 -1.8933
N -5.3749 3.5847 -3.3343
H -5.1743 4.3483 -2.7044
H -4.4944 3.3999 -3.7934
C -6.5111 4.1225 -4.2175
H -3.8909 2.0696 -1.1156
H -4.0955 0.9595 -2.3901
H -5.0729 0.9630 -0.8659
H -7.2144 4.5981 -3.5339
H -6.9958 3.2130 -4.5726
H -6.1140 4.8298 -4.9455
C 10.0975 -0.2696 1.1549
N 8.7538 -0.6218 0.8220
C 8.1821 0.0991 -0.1462
C 6.8969 -0.3133 -0.5648
C 6.1087 -1.2372 0.1554
C 6.6898 -1.8344 1.2843
C 8.0426 -1.5334 1.5868
C 4.7931 -1.8116 -0.3250
C 3.8146 -2.2084 0.6517
C 2.4703 -2.4233 0.2463
N 2.1669 -2.4864 -1.0916
C 3.0932 -2.3195 -2.0342
C 4.4042 -1.9370 -1.6710
C 0.8012 -2.7878 -1.5493
H 10.6792 -1.1912 1.1754
H 10.0859 0.1052 2.1784
H 10.5237 0.3469 0.3635
H 8.7167 0.8528 -0.7053
H 6.4350 0.3028 -1.3221
H 6.1748 -2.6311 1.8004
H 8.5739 -2.1062 2.3324
H 3.9613 -2.1506 1.7201
H 1.6330 -2.5866 0.9087
H 2.8237 -2.2923 -3.0797
H 5.1056 -1.6409 -2.4370
H 0.2151 -2.7922 -0.6302
H 0.7277 -3.7723 -2.0114
H 0.4041 -2.0924 -2.2887
As -1.3966 0.2003 0.3747
F -1.3419 -0.9785 1.6737
F -2.0672 -1.0302 -0.6900
F -1.5176 1.3067 -0.9879
F -0.5892 1.4707 1.3713
F 0.2867 -0.3254 -0.1131
F -3.0141 0.6424 0.9772

Forces on the atoms, in the same order (eV/Å):
-0.76 0.00 0.84
1.15 -1.47 -1.51
-0.40 0.70 1.40
0.47 0.64 -0.09
-0.54 0.57 -0.39
0.19 -0.42 0.50
-0.30 -1.25 -1.06
-0.08 0.14 -0.25
0.03 0.13 0.10
0.05 0.44 -0.13
0.11 -0.46 0.00
-0.29 -0.07 0.09
0.00 0.49 0.54
-1.09 -1.36 0.35
2.09 2.20 -0.16
-2.59 -1.70 -1.19
1.51 -0.33 0.94
-0.58 0.20 0.72
0.34 0.05 -0.75
-0.97 2.16 -0.32
0.11 -0.20 -0.16
-0.12 0.27 0.21
0.50 0.23 0.11
0.25 -0.03 0.40
0.37 -0.74 -0.05
-0.15 -0.61 0.28
1.47 -1.38 -0.34
-5.18 2.08 0.60
5.45 -1.39 -0.82
-0.75 1.32 -1.16
0.58 0.53 0.12
-0.18 -0.08 0.71
-0.53 -1.26 0.22
-0.81 -0.06 0.22
0.34 0.15 0.24
-0.29 -0.06 0.10
-0.09 0.29 0.15
0.07 0.12 -0.25
-0.09 -0.04 -0.12
0.59 -0.68 0.65
-2.73 2.66 0.04
1.37 -1.53 1.22
1.63 -0.68 -1.54
0.57 1.23 0.51
-1.26 -0.58 -0.25
-1.11 0.60 -0.10
0.27 0.24 -0.87
0.24 0.35 -0.07
0.07 -0.69 -0.46
-0.16 -0.43 0.31
-0.03 0.14 0.56
0.45 -0.13 0.51
0.44 0.82 0.22
-4.76 -1.16 1.69
5.08 0.51 -1.93
-0.47 0.05 1.38
0.38 0.72 0.29
0.16 -0.33 -0.50
-0.39 -1.11 0.89
0.06 0.84 -0.37
-0.51 -0.02 -0.27
-0.74 -0.19 -0.67
0.10 0.12 -0.16
-0.02 0.44 -0.68
0.00 -0.37 0.00
1.79 -0.73 0.66
-1.27 1.41 -0.70
0.33 -2.11 0.68
-1.81 0.99 0.14
0.05 -2.32 0.28
0.04 0.70 -1.26
-0.35 -0.03 -0.99
-1.61 -0.14 0.61
-1.35 0.89 -1.22
1.69 -0.35 -1.19
0.41 -0.12 0.04
1.93 1.14 0.75
-0.02 0.39 0.54
-0.95 -0.59 0.73
0.24 -0.20 0.05
0.40 0.53 -0.07
0.00 0.31 0.49
0.40 0.22 0.21
0.01 -0.19 -0.54
0.17 0.00 0.38
0.42 0.09 0.30
0.24 -0.07 0.05
0.17 0.02 0.18
-0.27 -0.44 -0.01
-0.08 -0.25 -0.35
-0.38 0.14 -0.48
0.48 -0.15 0.14
0.36 0.34 0.40
0.76 0.29 0.29
0.25 0.47 -0.39
0.41 0.57 0.57
0.36 -0.36 0.62
-1.15 -1.57 -1.00
-1.29 0.48 0.19
1.14 -0.03 -0.59

Löwdin atomic charge list, values in e, 4 entries: 0.047 -0.354 0.185 0.115